Entry 1:
Computed, not measured: an isolated ion of composition C6H14NO and charge -1, with wB97M-V/def2-TZVPD.

**Highest occupied orbital energy**: -1.821 eV
**E_LUMO**: 0.1255 Ha
**Net charge**: -1
**Structure (SMILES)**: CN(C)CCCC[O-]
**Frontier orbital gap**: 5.236 eV

Last column: Mulliken charge in e.
Positions of all 22 atoms, in Å:
C: -1.0072 -2.2511 0.0663  -0.908
N: 0.4109 -1.8582 -0.4188  -0.028
C: 1.3808 -2.8717 -0.1097  -1.128
C: 0.7024 -0.5122 0.2367  -0.698
C: 0.4727 0.6010 -0.7680  -0.566
C: 0.3989 1.9899 -0.2786  -0.425
C: -1.1165 2.5033 -0.0436  -0.421
O: -1.2416 2.7565 1.2960  -0.950
H: -1.2320 -3.2890 0.3644  0.386
H: -1.2675 -1.7341 1.0555  0.294
H: -1.7805 -1.9417 -0.6917  0.247
H: 1.0755 -3.7354 -0.7658  0.409
H: 2.2306 -2.6559 -0.7708  0.341
H: 1.6880 -2.8773 0.9297  0.389
H: 1.7406 -0.4138 0.5018  0.440
H: 0.1619 -0.2875 1.1978  0.291
H: 1.3438 0.4249 -1.4647  0.144
H: -0.5123 0.4484 -1.3208  0.213
H: 0.7830 2.8849 -0.8663  0.396
H: 0.9689 2.1375 0.6900  0.159
H: -1.9245 1.8099 -0.3631  0.163
H: -1.2057 3.4294 -0.5507  0.250

Entry 2:
Computed, not measured: C6H14NO as an isolated structure, with wB97M-V/def2-TZVPD.

**Highest occupied orbital energy**: -2.452 eV
**E_LUMO**: 0.1406 Ha
**Net charge**: -1
**Frontier orbital gap**: 6.279 eV

Last column: Mulliken charge in e.
Positions of all 22 atoms, in Å:
C: -0.7986 0.3780 1.9805  -0.587
C: -0.1506 -0.9436 2.3673  -1.009
C: 0.0524 1.1882 0.9533  -0.461
N: 0.9234 0.3029 0.1946  -0.560
C: 1.2024 -1.1296 -1.7865  -1.663
C: 0.2549 -0.2120 -0.9832  -0.326
C: -0.7157 0.7254 -2.1333  -0.188
O: -0.5903 0.3106 -3.3425  -0.814
H: -1.7682 0.2360 1.5072  0.281
H: -0.9808 1.0088 2.8425  0.403
H: -0.8242 -1.4469 3.0702  0.367
H: 0.7585 -0.7480 2.9423  0.248
H: 0.0375 -1.6198 1.5383  0.271
H: 0.7234 1.8072 1.5705  0.389
H: -0.5920 1.8717 0.3892  0.196
H: 1.0158 0.8511 -0.8453  0.538
H: 2.1180 -1.3001 -1.2246  0.418
H: 1.3419 -0.6878 -2.7756  0.360
H: 0.7551 -2.1043 -1.9429  0.293
H: -0.5888 -0.8531 -0.7069  0.617
H: -0.4550 1.8070 -1.9332  0.092
H: -1.7189 0.5583 -1.6820  0.134

Entry 3:
Computed, not measured: C6H14NO as an isolated structure, with wB97M-V/def2-TZVPD.

**Highest occupied orbital energy**: -2.204 eV
**E_LUMO**: 0.1265 Ha
**Net charge**: -1
**Frontier orbital gap**: 5.646 eV

Last column: Mulliken charge in e.
Positions of all 22 atoms, in Å:
C: 2.4533 1.1373 -0.0581  -0.102
N: 2.5145 1.6976 1.1711  -0.650
C: -1.8540 0.1764 1.5451  -1.088
C: -2.4847 0.0482 0.1712  -0.241
O: -2.4473 -1.2523 -0.1843  -0.898
C: 1.1085 0.9657 -0.8716  -0.464
C: 0.6691 -1.6269 -0.3692  -0.997
C: 0.7923 -0.3457 -1.4584  -0.533
H: 2.0641 0.4390 1.0611  0.293
H: 3.3036 1.0923 -0.7310  0.385
H: -2.0469 1.1864 2.1002  0.317
H: -2.3445 -0.5412 2.2404  0.339
H: -0.6905 0.0035 1.6807  0.131
H: -2.0849 0.7452 -0.5442  0.163
H: -3.5323 0.2092 0.4627  0.335
H: 1.0855 1.6211 -1.8218  0.174
H: 0.4360 1.2534 -0.0631  0.308
H: 1.6874 -1.9854 -0.0973  0.370
H: 0.0561 -2.4834 -0.7296  0.313
H: 0.0843 -1.2488 0.5462  0.111
H: -0.2471 -0.3681 -1.8927  0.264
H: 1.4777 -0.7234 -2.1575  0.467

Entry 4:
Computed, not measured: an isolated ion of composition C6H14NO and charge -1, with wB97M-V/def2-TZVPD.

**Highest occupied orbital energy**: -2.315 eV
**E_LUMO**: 0.1325 Ha
**Net charge**: -1
**Structure (SMILES)**: CC(C)[C@H](C)NC[O-]
**Frontier orbital gap**: 5.921 eV

Last column: Mulliken charge in e.
Positions of all 22 atoms, in Å:
C: -1.8108 -0.6542 -0.7514  -1.467
C: -0.6665 0.3088 -1.0573  0.535
C: -1.0070 1.7636 -0.8628  -1.302
C: 0.6400 0.1768 -0.0828  -0.249
C: 1.3210 -1.0434 -0.8340  -1.524
N: 0.3696 -0.4214 1.2286  -0.122
C: 1.1049 0.1425 2.4989  -0.344
O: 1.7748 -0.6922 3.3021  -0.861
H: -1.9963 -0.9564 0.3505  0.286
H: -2.7618 -0.7225 -1.3241  0.452
H: -1.7031 -1.6790 -1.1735  0.346
H: -0.5630 0.1965 -2.1387  0.261
H: -0.3071 2.4366 -1.5624  0.195
H: -0.7397 2.0931 0.1708  0.292
H: -2.0976 1.7075 -1.1909  0.399
H: 1.2132 1.0941 -0.1052  0.525
H: 2.4024 -1.3264 -0.4688  0.303
H: 1.3871 -0.6443 -1.8175  0.508
H: 0.5467 -1.8981 -0.8290  0.263
H: 0.6405 -1.4056 1.4362  0.248
H: 1.9321 0.8627 2.0885  0.091
H: 0.3204 0.6614 3.1230  0.165

Entry 5:
Computed, not measured: a 2-piece molecular cluster, C6H14NO overall, with wB97M-V/def2-TZVPD.

**Highest occupied orbital energy**: -12.252 eV
**E_LUMO**: -0.2580 Ha
**Net charge**: +1
**Frontier orbital gap**: 5.232 eV

Last column: Mulliken charge in e.
Positions of all 22 atoms, in Å:
O: 0.4025 0.9972 -1.0161  -0.313
C: 0.8559 -0.0922 -0.9032  -0.197
C: 0.0129 -1.2324 -0.3883  0.103
C: -1.1964 -1.0135 0.2873  -0.601
C: -0.9869 -0.3155 1.6693  -0.563
C: 0.4332 -0.5650 2.1245  -0.598
C: 0.9006 -1.9513 1.7779  -0.599
N: -0.3566 3.3557 -2.8744  -0.640
H: 1.8546 -0.3353 -1.2443  0.439
H: 0.0852 -2.0763 -1.0840  0.456
H: -1.8569 -0.3565 -0.3016  0.315
H: -1.7442 -1.9395 0.4104  0.385
H: -1.1621 0.7521 1.6115  0.348
H: -1.7709 -0.6776 2.3235  0.364
H: 1.1148 0.0905 1.5885  0.287
H: 0.5108 -0.3008 3.1797  0.397
H: 0.8119 -2.0529 0.6273  0.012
H: 0.2154 -2.7511 2.0697  0.352
H: 1.9159 -2.1498 2.1106  0.373
H: -1.0302 4.0901 -3.0059  0.232
H: -0.4932 2.9598 -1.9567  0.220
H: 0.5936 3.6911 -2.8641  0.225

Entry 6:
Computed, not measured: an isolated ion of composition C6H14NO and charge +1, with wB97M-V/def2-TZVPD.

**Highest occupied orbital energy (alpha / beta)**: -10.787 / -14.445 eV
**Spin multiplicity**: 3
**E_LUMO (alpha / beta)**: -0.1217 / -0.3304 Ha
**Net charge**: +1
**⟨S²⟩**: 2.0114
**Frontier orbital gap (alpha / beta)**: 7.475 / 5.455 eV

Last column: Löwdin spin population.
Positions of all 22 atoms, in Å:
C: 0.5186 0.0727 1.3222  0.812
C: 0.8714 0.1868 3.1568  0.229
C: -1.6643 -0.8450 -1.0781  0.021
C: -0.6604 1.3664 -1.7978  0.013
C: 0.8446 -0.5489 -1.5538  0.002
C: -0.4178 0.0696 -1.0771  0.043
N: -0.3162 0.4344 0.3381  0.393
O: 1.2577 -1.0444 3.4321  0.340
H: 1.5140 1.0221 3.1890  0.042
H: 1.2753 -0.5306 0.9532  0.068
H: 0.0064 0.4008 3.8072  0.013
H: -2.5019 -0.3539 -0.6460  0.001
H: -1.9210 -0.9285 -2.0810  0.004
H: -1.4502 -1.7970 -0.5886  0.001
H: -1.2837 1.1327 -2.6030  0.003
H: 0.3409 1.8040 -2.0673  0.000
H: -1.2790 2.0489 -1.1705  0.001
H: 1.8227 -0.2027 -1.1957  0.001
H: 1.0400 -1.5565 -1.3165  0.001
H: 0.9327 -0.4710 -2.6831  0.000
H: -1.0681 1.1097 0.5813  0.012
H: 2.1383 -1.3697 3.0785  0.002

Entry 7:
Computed, not measured: an isolated ion of composition C6H14NO and charge +2, with wB97M-V/def2-TZVPD.

**Highest occupied orbital energy (alpha / beta)**: -19.525 / -19.516 eV
**Spin multiplicity**: 2
**E_LUMO (alpha / beta)**: -0.3363 / -0.4672 Ha
**Net charge**: +2
**⟨S²⟩**: 0.7574
**Frontier orbital gap (alpha / beta)**: 10.373 / 6.804 eV

Last column: Löwdin spin population.
Positions of all 22 atoms, in Å:
O: -2.8292 -0.1964 -1.7295  0.675
C: -2.2323 -1.2291 -1.6875  0.129
C: -1.4573 -1.6331 -0.4412  0.100
C: -0.0109 -1.1369 -0.4936  0.011
C: 0.2476 0.2631 -1.0712  0.003
C: 0.2867 1.4871 -0.1058  0.000
C: 1.4329 1.3306 0.8947  0.000
N: 1.1757 0.5532 2.2428  0.000
H: -2.1114 -1.7762 -2.6416  0.069
H: -1.6450 -2.6784 -0.2250  0.006
H: -1.9856 -1.1223 0.3985  -0.002
H: 0.4605 -1.3290 0.4716  0.007
H: 0.5769 -1.8492 -1.0969  0.001
H: -0.4025 0.5207 -1.9009  0.001
H: 1.2311 0.2576 -1.5868  0.000
H: -0.7097 1.5954 0.2818  0.000
H: 0.5022 2.4067 -0.6202  0.000
H: 2.2808 0.9474 0.3347  0.000
H: 1.8035 2.2828 1.3453  0.000
H: 0.9677 1.3436 2.8455  0.000
H: 0.3849 -0.0993 2.2502  0.000
H: 2.0333 0.0617 2.5350  0.000

Entry 8:
Computed, not measured: an isolated ion of composition C6H14NO2 and charge +1, with wB97M-V/def2-TZVPD.

**Highest occupied orbital energy (alpha / beta)**: -11.353 / -9.724 eV
**E_LUMO (alpha / beta)**: -0.1091 / -0.1587 Ha
**Net charge**: +1
**Frontier orbital gap (alpha / beta)**: 8.385 / 5.406 eV

Last column: Mulliken charge in e.
Positions of all 23 atoms, in Å:
C: -1.5958 1.4705 0.5650  -0.730
C: -0.4482 1.0963 -0.3292  -0.503
C: -1.7669 -1.0447 0.3464  -0.362
C: 1.5606 -0.1692 0.1246  0.870
C: 2.0601 -0.3186 -1.2403  -1.427
C: 2.4046 -0.7814 1.1144  -1.276
N: -2.6652 0.2802 0.3067  -0.321
O: 0.3246 0.2262 0.5082  -0.104
O: -1.5315 -1.4253 -0.8928  -0.378
H: -1.2751 1.1408 1.6311  0.288
H: -1.9633 2.4722 0.4694  0.477
H: -0.7373 0.6663 -1.3518  0.313
H: 0.1254 2.0112 -0.4840  0.497
H: -2.3832 -1.7067 1.0800  0.314
H: 3.1013 -0.3489 -1.2620  0.472
H: 1.6634 0.4712 -1.8515  0.399
H: 1.5593 -1.1602 -1.6594  0.339
H: 2.2088 -1.8227 0.9836  0.327
H: 2.1382 -0.3940 2.0972  0.331
H: 3.4147 -0.5735 0.8666  0.445
H: -3.3271 0.2644 1.1821  0.369
H: -3.1195 0.6527 -0.5604  0.337
H: -2.0516 -2.2018 -1.2599  0.322

ΔE to the lowest compared entry with this formula, charge and spin readings, ordered: 288.0, 338.0, 548.4, 314.2, 368.1, 203.2, 51.1, 492.4 kJ/mol